The following is a quantum chemistry calculation of a 3-piece molecular cluster, C17H33F3N2O8 overall at a distorted geometry, from OMol25.

LUMO = -0.319 eV
Structure (SMILES) = COC[C@@]1(O)OC(=O)O[C@@]1(O)CCC(F)=C(F)F.COC[C@@H](C)N.COC[C@@H](C)N
Energy = -45672.0228 eV
Orbital gap = 0.3165 Ha
HOMO level = -0.3283 Ha
Spin multiplicity = 1

```
63
C17H33F3N2O8, DFT wB97M-V/def2-TZVPD
C -1.21 2.42 -0.65
O 0.13 2.80 -0.95
C 1.08 1.78 -0.78
C 1.50 1.61 0.69
O 2.60 2.51 0.87
O 0.54 2.06 1.65
C 0.71 1.35 2.80
O 0.34 1.74 3.85
O 1.33 0.17 2.54
C 1.90 0.21 1.24
O 3.31 0.22 1.45
C 1.76 -1.05 0.41
C 0.37 -1.76 0.51
C -0.32 -1.82 -0.80
F -1.00 -0.70 -1.18
C -0.24 -2.85 -1.69
F -0.73 -4.05 -1.43
F 0.34 -2.80 -2.88
H -1.81 2.23 -1.54
H -1.20 1.57 0.03
H -1.66 3.25 -0.11
H 0.78 0.85 -1.26
H 1.98 2.11 -1.29
H 2.18 3.34 1.13
H 3.47 0.72 2.26
H 2.04 -0.87 -0.63
H 2.50 -1.74 0.80
H -0.22 -1.25 1.27
H 0.53 -2.78 0.86
C 2.41 -8.03 0.06
O 1.91 -6.85 -0.53
C 1.79 -6.87 -1.94
C 0.57 -7.62 -2.49
C 0.68 -9.14 -2.42
N -0.67 -7.20 -1.83
H 3.18 -8.49 -0.57
H 1.62 -8.75 0.26
H 2.86 -7.75 1.01
H 1.70 -5.82 -2.24
H 2.72 -7.25 -2.39
H 0.49 -7.35 -3.55
H 0.48 -9.52 -1.42
H -0.05 -9.60 -3.08
H 1.67 -9.48 -2.72
H -0.80 -6.21 -1.98
H -0.52 -7.28 -0.82
C -3.96 7.10 2.48
O -3.58 6.22 1.44
C -3.10 6.84 0.26
C -1.65 7.34 0.33
C -1.45 8.61 1.15
N -0.74 6.30 0.84
H -4.42 8.01 2.08
H -3.11 7.36 3.11
H -4.69 6.58 3.09
H -3.16 6.07 -0.51
H -3.78 7.65 -0.05
H -1.35 7.56 -0.70
H -1.45 8.41 2.22
H -0.49 9.07 0.91
H -2.24 9.34 0.93
H -0.78 5.50 0.22
H -1.13 5.96 1.71
```